No. 1
Below is C43H35Cl2N4O6P2TeTi as an isolated structure, with properties calculated with ωB97M-V/def2-TZVPD.

Last column: Löwdin charge in e.
Element x y z (Å)
Te 2.960 -0.850 1.237  1.22
Ti -1.503 -1.160 0.611  0.59
Cl -3.117 -0.032 5.044  0.60
Cl -5.273 -1.461 3.664  0.62
P -0.003 0.551 1.792  0.89
P 0.521 -0.390 -0.805  0.83
O -4.287 -3.803 -0.068  0.07
O -1.733 -1.983 2.509  -0.09
O -3.716 -6.312 0.412  0.12
O -1.900 -7.501 0.872  0.08
O -3.112 -1.913 -0.274  -0.13
O -3.034 -0.320 1.859  -0.10
N 0.172 -3.911 0.510  0.06
N -1.662 -1.528 -2.819  0.11
N 6.249 2.798 1.490  0.04
N -0.835 -3.087 0.254  -0.04
C 2.943 0.213 -2.113  -0.14
C 1.812 0.110 6.029  -0.10
C 0.137 2.048 -2.356  -0.07
C -0.387 1.078 -1.507  -0.34
C -3.584 0.870 -4.862  -0.10
C -2.103 4.073 2.042  -0.09
C -2.740 -1.229 2.676  -0.76
C 4.158 1.798 2.146  -0.12
C -1.589 -5.200 0.521  -0.05
C 1.861 -0.666 -2.033  -0.40
C 0.923 1.529 4.295  -0.09
C 0.955 -0.850 3.996  -0.17
C -1.238 5.012 1.490  -0.10
C -1.690 1.253 -1.038  -0.15
C 5.092 2.824 2.166  -0.15
C 1.401 0.443 0.598  -0.89
C -1.877 3.364 -2.148  -0.09
C 4.427 0.663 1.391  -0.54
C -2.418 -6.438 0.621  -0.50
C -1.360 -0.762 -5.104  -0.04
C 0.423 3.286 1.183  -0.10
C 0.666 0.420 3.494  -0.38
C 1.487 1.374 5.559  -0.09
C 5.630 0.612 0.701  -0.14
C -2.087 -0.768 -3.909  -0.31
C -0.604 3.181 -2.678  -0.08
C 3.967 -0.013 -3.022  -0.08
C -0.443 2.341 1.716  -0.37
C 1.541 -1.006 5.244  -0.09
C -3.535 -1.398 3.971  -0.98
C -1.935 -3.853 0.269  -0.13
C 0.029 4.617 1.070  -0.08
C 3.933 -1.128 -3.857  -0.10
C 1.836 -1.775 -2.873  -0.11
C -3.232 -3.175 -0.016  -0.53
C -1.746 0.053 -6.160  -0.11
C -0.231 -5.183 0.664  0.01
C 6.496 1.698 0.776  -0.17
C -3.215 0.049 -3.807  -0.04
C -2.429 2.388 -1.335  -0.07
C 2.866 -2.009 -3.785  -0.09
C -2.857 0.881 -6.048  -0.12
C -1.708 2.744 2.149  -0.09
H 4.900 3.719 2.748  0.10
H -2.444 4.259 -2.382  0.10
H -2.366 -1.724 -2.122  0.05
H -1.549 6.046 1.386  0.09
H 7.428 1.692 0.217  0.10
H -2.163 0.483 -0.439  0.05
H 4.799 0.681 -3.076  0.10
H -3.990 -5.366 0.230  0.06
H -3.797 0.036 -2.890  0.11
H -1.179 0.029 -7.083  0.09
H 1.677 2.247 6.175  0.10
H -4.460 1.500 -4.762  0.10
H 0.689 -1.718 3.410  0.08
H 1.014 -2.478 -2.801  0.08
H 4.744 -1.310 -4.555  0.10
H -2.392 2.006 2.555  0.09
H 0.452 -5.993 0.869  0.14
H 1.115 -3.557 0.491  0.14
H -3.239 -2.302 4.474  0.06
H 1.129 1.927 -2.772  0.09
H 1.790 -1.998 5.604  0.10
H -3.092 4.372 2.376  0.10
H 2.976 1.064 -1.441  0.10
H 0.687 2.521 3.930  0.10
H -0.478 -1.392 -5.193  0.10
H 1.402 2.963 0.842  0.09
H -3.155 1.514 -6.874  0.09
H 5.882 -0.248 0.089  0.09
H 2.832 -2.880 -4.430  0.10
H 2.265 -0.007 7.008  0.10
H -1.100 -2.329 -3.053  0.08
H -3.430 2.505 -0.935  0.12
H 3.225 1.892 2.698  0.08
H -0.181 3.928 -3.342  0.10
H 0.708 5.347 0.643  0.10

Values from the calculation:
⟨S²⟩: 2.01
ΔE to the lowest compared entry with this formula, charge and spin (eV): 2.753
HOMO-LUMO gap (alpha / beta) (Eh): 0.2097 / 0.2351
Charge: -1
Lowest unoccupied orbital energy (alpha / beta) (Ha): 0.07297 / 0.07248
Multiplicity: 3

***

No. 2
Below is C22H40N7RhSeSi2 as an isolated structure, with properties calculated with ωB97M-V/def2-TZVPD.

Last column: Löwdin charge in e.
Element x y z (Å)
Rh -0.591 0.279 0.752  0.74
Se 1.027 0.233 -1.241  0.85
Si -2.573 -1.738 -1.358  0.47
Si -3.156 0.256 1.163  0.42
N -0.301 -1.481 1.631  -0.05
N 0.310 2.888 1.843  0.00
N 1.170 3.635 2.408  0.10
N 2.377 3.094 2.185  -0.07
N 1.944 -2.405 -2.046  -0.13
N 0.927 1.846 1.224  -0.14
N 1.123 -1.270 -3.690  -0.09
C -2.598 -0.380 -2.646  -0.17
C -2.249 0.579 2.789  -0.15
C 3.607 3.748 2.657  -0.09
C 1.378 -1.231 -2.374  -0.64
C 0.359 -3.377 2.841  -0.03
C 3.322 5.916 1.385  -0.06
C -2.132 -1.080 0.374  -0.39
C -0.809 -4.022 2.432  -0.01
C 2.359 -2.805 -0.709  0.00
C 4.208 4.698 1.620  -0.41
C 2.214 1.991 1.463  -0.15
C 4.540 3.981 0.315  -0.07
C 2.023 -3.201 -3.163  0.00
C -1.442 -2.076 1.223  -0.36
C 0.553 -0.181 -4.485  0.01
C -1.723 -3.376 1.616  0.01
C 1.518 -2.486 -4.194  0.00
C -1.320 -3.046 -1.819  -0.15
C -4.254 -2.547 -1.301  -0.15
C 0.592 -2.087 2.416  -0.09
C -4.973 0.012 1.396  -0.14
C -2.731 1.765 0.091  -0.15
H 1.068 -3.865 3.494  0.12
H -4.464 -3.036 -2.255  0.05
H -2.286 -0.292 3.446  0.06
H 3.161 6.478 2.305  0.09
H -1.184 0.897 2.751  0.01
H 3.202 -3.485 -0.796  0.11
H 0.439 -0.535 -5.505  0.11
H -1.006 -5.032 2.765  0.13
H 3.011 1.355 1.118  0.13
H -2.374 -0.822 -3.619  0.04
H 2.439 -4.193 -3.135  0.15
H -1.644 1.955 -0.115  0.02
H 3.633 3.700 -0.228  0.07
H 1.424 -2.733 -5.236  0.14
H 5.107 4.640 -0.341  0.09
H -5.489 -0.100 0.442  0.04
H -2.638 -3.858 1.299  0.13
H -3.195 1.725 -0.894  0.04
H 4.305 2.954 2.921  0.13
H -3.046 2.682 0.593  0.06
H 5.146 5.030 2.074  0.15
H -3.594 0.061 -2.729  0.05
H 5.144 3.085 0.481  0.08
H -5.172 -0.879 1.994  0.05
H -5.409 0.868 1.915  0.05
H -5.049 -1.821 -1.123  0.03
H 1.468 -1.522 2.705  0.13
H 2.344 5.630 0.991  0.07
H -1.889 0.425 -2.456  0.00
H -0.310 -2.690 -1.655  -0.01
H 3.786 6.584 0.659  0.09
H 1.222 0.676 -4.471  0.10
H -0.413 0.102 -4.081  0.06
H -2.747 1.418 3.280  0.07
H 2.654 -1.919 -0.155  0.07
H -4.326 -3.308 -0.521  0.04
H 1.533 -3.302 -0.198  0.09
H 3.324 4.279 3.564  0.14
H -1.447 -3.948 -1.216  0.05
H -1.427 -3.337 -2.866  0.05

Values from the calculation:
ΔE to the lowest compared entry with this formula, charge and spin (eV): 0.000
HOMO-LUMO gap (alpha / beta) (Eh): 0.2594 / 0.2593
Charge: +2
Lowest unoccupied orbital energy (alpha / beta) (Ha): -0.26580 / -0.26582
Multiplicity: 1

***

No. 3
Below is a 7-piece molecular cluster, C33H70Cl4N6 overall, with properties calculated with ωB97M-V/def2-TZVPD.

Last column: Löwdin charge in e.
Element x y z (Å)
Cl 9.102 -1.054 6.509  0.47
Cl 11.042 -2.658 5.214  0.53
Cl 9.028 -1.319 3.590  0.51
Cl 11.143 0.277 4.936  0.50
N 1.830 8.992 -7.094  -0.19
N 0.759 -5.737 10.022  -0.19
N 2.509 -0.559 0.044  0.01
N -7.469 4.774 -3.763  -0.20
N 3.536 -6.136 0.312  -0.18
N -6.471 -3.260 -2.779  -0.01
C -5.182 -3.290 -2.354  -0.15
C -5.046 -2.462 -1.234  -0.10
C 2.355 1.430 -0.929  -0.13
C -5.186 3.555 -3.803  -0.08
C -6.308 -1.833 -1.059  -0.11
C 1.062 -8.229 9.457  -0.09
C 3.002 0.366 0.871  -0.16
C 1.573 -4.120 8.447  -0.10
C 1.887 -5.327 9.213  -0.29
C 2.857 6.772 -7.165  -0.08
C 4.576 -6.147 1.374  -0.24
C 0.279 -4.929 11.083  -0.29
C 0.805 8.744 -6.067  -0.25
C -8.216 3.694 -4.382  -0.26
C 4.886 -7.556 1.870  -0.09
C 1.996 0.103 -1.005  -0.16
C -7.884 3.544 -5.892  -0.09
C 2.056 7.870 -7.938  -0.29
C 4.160 -6.488 -1.022  -0.21
C -7.164 -2.411 -1.999  -0.16
C 0.371 10.275 -8.793  -0.09
C 10.103 -1.192 5.015  -2.00
C 1.535 -6.568 1.790  -0.08
C -6.031 4.882 -4.104  -0.21
C 2.356 -6.906 0.551  -0.31
C 0.909 -7.121 10.556  -0.23
C 1.335 -4.525 12.111  -0.08
C 5.212 -5.396 -1.422  -0.09
C -7.494 6.375 -1.826  -0.10
C 0.571 10.010 -5.241  -0.08
C -7.719 4.966 -2.292  -0.24
C 2.869 1.643 0.323  -0.11
C 1.604 10.212 -7.916  -0.27
H 2.721 -5.276 9.913  0.12
H 6.173 -5.558 -0.935  0.06
H 2.462 -1.566 0.112  0.16
H 4.312 -5.551 2.248  0.10
H -4.187 3.617 -4.234  0.06
H -8.285 6.994 -2.250  0.07
H -6.991 4.314 -1.810  0.10
H 0.316 11.192 -9.379  0.08
H 1.154 7.939 -5.420  0.11
H -0.467 10.273 -8.096  0.06
H 2.228 -6.520 2.630  0.06
H -6.590 6.897 -2.140  0.06
H 2.084 -5.303 12.260  0.06
H 1.534 -0.507 -1.767  0.11
H 0.157 -8.064 8.872  0.07
H -4.550 -3.976 -2.899  0.10
H -0.164 9.719 -4.490  0.07
H -4.927 3.458 -2.749  0.06
H -6.795 -3.863 -3.522  0.15
H 5.247 -8.164 1.040  0.07
H 5.472 -5.341 -2.479  0.06
H -8.485 2.828 -6.452  0.07
H 4.070 -8.129 2.310  0.06
H -5.712 2.717 -4.260  0.05
H -6.617 -1.035 -0.400  0.09
H -5.872 5.048 -5.170  0.09
H 1.148 7.356 -8.250  0.10
H 3.367 6.138 -7.890  0.06
H 1.015 -9.280 9.745  0.06
H 2.445 -3.865 7.845  0.08
H 3.391 -6.585 -1.788  0.11
H 1.693 -7.043 -0.304  0.11
H 1.794 -3.621 11.709  0.07
H 4.767 -4.452 -1.106  0.07
H 1.512 10.385 -4.839  0.08
H 0.090 10.704 -5.930  0.06
H 1.653 11.179 -7.416  0.10
H 0.667 -4.207 7.847  0.09
H -7.811 4.515 -6.382  0.07
H 0.785 -7.296 2.097  0.07
H 2.276 6.185 -6.454  0.06
H 2.157 -6.055 8.448  0.11
H -0.130 8.426 -6.528  0.11
H -5.517 5.594 -3.458  0.09
H 0.309 9.415 -9.460  0.07
H 4.695 -7.432 -0.920  0.09
H 2.646 -7.943 0.720  0.09
H 1.726 -7.203 11.273  0.10
H 1.402 -3.273 9.112  0.07
H 2.573 8.132 -8.861  0.12
H 3.643 7.256 -6.585  0.07
H 2.076 2.182 -1.652  0.09
H 3.050 2.620 0.748  0.10
H 1.003 -5.619 1.716  0.07
H -0.017 -7.423 11.047  0.11
H -0.503 -5.460 11.627  0.10
H 1.936 -8.138 8.813  0.05
H -4.131 -2.210 -0.720  0.09
H -0.319 -4.091 10.725  0.11
H 0.890 -4.275 13.074  0.07
H 2.524 10.309 -8.492  0.11
H 5.446 -5.586 1.033  0.10
H -6.896 3.112 -6.046  0.05
H -8.736 4.649 -2.059  0.11
H -7.540 6.464 -0.741  0.07
H 5.618 -7.522 2.677  0.07
H -8.073 2.741 -3.871  0.10
H -8.199 -2.214 -2.236  0.10
H -9.276 3.909 -4.246  0.11
H 3.425 0.119 1.834  0.10

Values from the calculation:
SMILES: ClC(Cl)(Cl)Cl.c1cc[nH]c1.c1cc[nH]c1.CCN(CC)CC.CCN(CC)CC.CCN(CC)CC.CCN(CC)CC
ΔE to the lowest compared entry with this formula, charge and spin (eV): 1.186
HOMO-LUMO gap (Eh): 0.2925
Lowest unoccupied orbital energy (Ha): 0.00223
Multiplicity: 1

***

Q: The highest ΔE to the lowest compared entry with this formula, charge and spin belongs to which entry?
A: C43H35Cl2N4O6P2TeTi

***

Q: Number 1 is which compound?
A: C43H35Cl2N4O6P2TeTi